Record 1
{"formula": "C30H68BrN13O11PS", "method": "wB97M-V/def2-TZVPD", "e_homo_ev": -10.1, "charge": 1, "e_tot_ha": -6036.61618, "gap_ev": 6.4, "symbols": ["C", "C", "N", "C", "N", "C", "N", "P", "O", "O", "S", "N", "N", "C", "C", "O", "Br", "H", "H", "H", "H", "H", "H", "H", "H", "H", "H", "H", "H", "C", "C", "O", "N", "C", "H", "H", "H", "H", "H", "H", "H", "C", "C", "O", "N", "C", "H", "H", "H", "H", "H", "H", "H", "C", "C", "O", "N", "C", "H", "H", "H", "H", "H", "H", "H", "C", "C", "O", "N", "C", "H", "H", "H", "H", "H", "H", "H", "C", "C", "O", "N", "C", "H", "H", "H", "H", "H", "H", "H", "C", "C", "O", "N", "C", "H", "H", "H", "H", "H", "H", "H", "C", "C", "O", "N", "C", "H", "H", "H", "H", "H", "H", "H", "C", "C", "O", "N", "C", "H", "H", "H", "H", "H", "H", "H"], "coordinates": [[1.485, 1.110, 2.424], [0.922, 1.780, 3.849], [1.523, 0.946, 4.958], [1.018, 1.333, 6.331], [1.766, 2.199, 7.361], [0.901, 2.286, 8.620], [1.142, 2.930, 9.811], [2.610, 3.899, 10.105], [2.242, 4.959, 11.478], [4.037, 2.980, 10.496], [2.931, 5.104, 8.591], [-0.361, 1.483, 8.330], [-0.266, 0.953, 7.037], [-1.412, 0.104, 6.531], [-2.524, 1.165, 5.879], [-3.764, 0.791, 5.514], [-2.051, 3.129, 5.647], [1.415, -0.066, 2.607], [0.841, 1.410, 1.493], [2.626, 1.354, 2.337], [1.278, 2.896, 3.825], [-0.249, 1.735, 3.774], [1.185, -0.030, 4.780], [0.393, 2.866, 10.560], [1.942, 5.849, 11.107], [3.853, 2.226, 11.130], [-1.143, 1.328, 9.009], [-1.988, -0.416, 7.438], [-1.124, -0.670, 5.702], [0.935, 10.536, 7.971], [1.210, 9.059, 8.023], [0.879, 8.366, 8.982], [1.849, 8.488, 6.963], [2.317, 9.121, 5.752], [0.421, 10.843, 8.887], [1.874, 11.091, 7.900], [0.290, 10.768, 7.120], [1.998, 7.491, 7.073], [1.823, 8.638, 4.905], [3.395, 8.958, 5.680], [2.108, 10.191, 5.734], [3.029, -1.562, -1.585], [2.273, -0.472, -0.878], [2.845, 0.424, -0.260], [0.911, -0.493, -0.934], [0.058, -1.449, -1.601], [4.104, -1.408, -1.448], [2.764, -2.535, -1.164], [2.810, -1.537, -2.655], [0.476, 0.273, -0.435], [-0.550, -0.909, -2.330], [-0.596, -1.899, -0.851], [0.625, -2.231, -2.107], [-0.504, -3.451, -4.968], [0.990, -3.285, -4.997], [1.686, -3.463, -4.001], [1.573, -2.925, -6.176], [0.938, -2.671, -7.448], [-0.819, -3.739, -3.961], [-0.991, -2.506, -5.225], [-0.808, -4.238, -5.663], [2.581, -2.834, -6.115], [1.358, -3.364, -8.180], [1.176, -1.647, -7.746], [-0.144, -2.796, -7.405], [-1.339, -3.024, -11.083], [0.155, -2.858, -11.113], [0.851, -3.036, -10.117], [0.738, -2.498, -12.292], [0.103, -2.244, -13.564], [-1.654, -3.312, -10.076], [-1.826, -2.079, -11.340], [-1.643, -3.811, -11.778], [1.745, -2.407, -12.231], [0.523, -2.937, -14.296], [0.341, -1.220, -13.862], [-0.980, -2.369, -13.521], [-4.384, -6.473, -5.792], [-3.194, -6.455, -6.710], [-2.925, -5.483, -7.412], [-2.398, -7.561, -6.751], [-2.539, -8.794, -6.013], [-4.919, -5.522, -5.870], [-5.067, -7.277, -6.079], [-4.057, -6.601, -4.757], [-1.618, -7.471, -7.392], [-1.633, -8.940, -5.421], [-2.634, -9.610, -6.733], [-3.408, -8.787, -5.353], [-5.660, 3.947, 10.299], [-4.856, 2.866, 9.632], [-4.179, 2.066, 10.274], [-4.891, 2.785, 8.272], [-5.616, 3.621, 7.344], [-5.530, 3.882, 11.383], [-5.312, 4.930, 9.968], [-6.721, 3.821, 10.070], [-4.325, 2.032, 7.899], [-6.290, 2.982, 6.768], [-4.893, 4.082, 6.667], [-6.192, 4.399, 7.847], [-4.615, -0.146, -3.528], [-3.812, -1.227, -4.194], [-3.135, -2.028, -3.553], [-3.847, -1.308, -5.555], [-4.572, -0.472, -6.483], [-4.485, -0.211, -2.444], [-4.268, 0.837, -3.859], [-5.677, -0.272, -3.757], [-3.280, -2.061, -5.928], [-5.246, -1.111, -7.058], [-3.848, -0.011, -7.159], [-5.148, 0.306, -5.980], [7.577, -1.456, -0.768], [8.661, -2.460, -1.046], [9.701, -2.496, -0.393], [8.465, -3.352, -2.058], [7.324, -3.476, -2.935], [7.880, -0.815, 0.066], [7.416, -0.825, -1.646], [6.652, -1.969, -0.491], [9.238, -3.995, -2.183], [6.914, -4.481, -2.817], [7.671, -3.347, -3.963], [6.550, -2.738, -2.717]], "forces_ev_per_angstrom": [[0.2, -0.8, 1.6], [-0.3, 0.6, -3.1], [-2.6, 0.7, 2.9], [-0.7, 1.8, 5.2], [-4.6, -2.4, 0.4], [-1.3, -3.0, -5.4], [-0.4, -1.0, 0.3], [2.2, 3.9, 0.1], [0.0, -2.4, -2.5], [-4.3, 0.4, 0.5], [-0.1, -1.5, 1.1], [4.3, 2.5, 0.6], [2.1, -0.6, -1.9], [-1.3, 1.3, 0.1], [-7.1, -2.3, -2.1], [8.9, 2.4, 2.7], [-0.3, -2.0, 0.4], [0.1, 2.4, -0.8], [1.5, -0.4, 2.0], [-2.4, -0.4, -0.2], [-0.7, -2.2, 0.7], [2.2, 0.1, 0.5], [0.5, 0.9, 0.3], [1.3, 0.1, -1.2], [0.6, -1.6, 0.1], [0.3, 1.1, -0.8], [0.7, -0.1, -1.2], [1.4, 1.0, -2.1], [-0.3, 1.6, 1.7], [-0.1, 0.2, 0.2], [0.0, -0.7, 0.4], [0.1, 0.3, -0.3], [-0.4, 0.2, 0.5], [0.1, -0.4, -0.1], [0.1, -0.2, -0.2], [-0.1, 0.0, -0.1], [0.2, 0.1, 0.0], [0.0, 0.3, 0.0], [0.1, 0.3, -0.2], [0.0, 0.2, -0.2], [0.0, -0.2, 0.1], [0.2, 0.0, 0.0], [0.0, 0.5, 0.3], [-0.1, -0.2, -0.1], [0.7, 0.1, 0.2], [-0.3, 0.2, 0.1], [-0.3, 0.1, 0.1], [-0.1, 0.0, -0.3], [-0.1, -0.3, 0.1], [0.1, -0.2, -0.2], [-0.1, -0.3, -0.1], [-0.1, -0.2, -0.3], [0.0, 0.2, 0.0], [-0.1, -0.1, 0.2], [0.7, 0.1, -0.3], [-0.1, 0.0, 0.2], [-0.4, -0.2, 1.2], [0.6, -0.2, -0.1], [0.1, 0.2, -0.2], [-0.1, -0.2, 0.0], [-0.1, 0.2, -0.1], [-0.3, 0.0, 0.0], [-0.4, 0.4, 0.2], [-0.2, -0.1, -0.3], [0.2, -0.1, 0.1], [-0.2, -0.1, 0.2], [0.8, 0.0, 0.1], [-0.4, 0.1, -0.9], [-0.2, -0.2, 0.7], [0.4, 0.1, -0.1], [0.2, 0.0, -0.2], [-0.1, -0.2, -0.1], [-0.1, 0.2, 0.0], [-0.3, 0.0, 0.0], [-0.2, 0.1, -0.2], [-0.2, -0.1, -0.2], [0.2, 0.0, 0.1], [-0.2, 0.1, 0.1], [0.5, 0.3, -0.6], [-0.1, -0.2, 0.3], [-0.4, 0.6, 0.0], [0.4, -0.1, -0.2], [0.2, -0.2, -0.1], [0.1, 0.0, 0.2], [-0.1, -0.1, -0.1], [-0.2, 0.0, 0.2], [-0.2, -0.2, 0.1], [-0.1, -0.2, 0.3], [0.2, 0.1, -0.2], [0.0, 0.0, 0.3], [0.3, -0.4, -0.2], [0.2, 0.1, -0.2], [0.2, 0.0, 0.8], [0.1, -0.3, -0.4], [0.0, -0.1, -0.3], [-0.2, 0.0, 0.0], [0.1, 0.2, 0.0], [-0.3, 0.2, 0.0], [-0.1, 0.3, -0.1], [-0.3, 0.2, -0.1], [0.2, -0.2, 0.0], [-0.1, 0.1, 0.2], [0.5, -0.7, -0.1], [-0.3, 0.4, -0.1], [0.1, 0.0, 0.7], [0.2, -0.3, -0.3], [0.1, -0.1, -0.3], [-0.2, 0.0, 0.0], [0.1, 0.2, 0.0], [-0.2, 0.1, 0.0], [-0.1, 0.3, -0.1], [-0.3, 0.2, -0.1], [0.2, -0.2, 0.0], [-0.1, 0.2, 0.2], [1.0, -0.3, 0.3], [-0.6, 0.1, -0.3], [0.1, 0.3, 0.4], [0.3, -0.3, -0.1], [0.0, -0.2, -0.2], [-0.2, -0.1, 0.1], [0.0, 0.1, -0.2], [-0.2, 0.2, 0.0], [-0.3, 0.1, -0.2], [-0.3, 0.0, -0.1], [0.2, -0.1, 0.0]]}



Record 2
{"formula": "C30H68FNO3S", "method": "wB97M-V/def2-TZVPD", "e_homo_ev": -10.2, "e_tot_ha": -1962.17834, "de_lowest_kcal_mol": 100.6, "gap_ev": 10.6, "symbols": ["C", "C", "C", "F", "O", "S", "O", "O", "C", "C", "C", "N", "H", "H", "H", "H", "H", "H", "H", "H", "H", "H", "H", "H", "C", "C", "C", "C", "C", "C", "H", "H", "H", "H", "H", "H", "H", "H", "H", "H", "H", "H", "H", "H", "C", "C", "C", "C", "C", "C", "H", "H", "H", "H", "H", "H", "H", "H", "H", "H", "H", "H", "H", "H", "C", "C", "C", "C", "C", "C", "H", "H", "H", "H", "H", "H", "H", "H", "H", "H", "H", "H", "H", "H", "C", "C", "C", "C", "C", "C", "H", "H", "H", "H", "H", "H", "H", "H", "H", "H", "H", "H", "H", "H"], "coordinates": [[0.100, 1.915, 0.593], [-0.043, 2.049, -1.041], [0.297, 3.560, -1.623], [-0.070, 3.718, -3.080], [-0.191, 4.659, -0.776], [-1.873, 4.584, -0.514], [-2.299, 6.001, 0.031], [-2.763, 4.373, -1.936], [-3.975, 3.621, -1.542], [-3.952, 2.013, -1.999], [-4.833, 0.987, -1.022], [-3.276, 1.552, -3.120], [-1.014, 1.911, 1.020], [0.648, 0.949, 0.961], [0.640, 2.842, 1.103], [-1.072, 1.622, -1.465], [0.791, 1.334, -1.508], [1.488, 3.639, -1.610], [-4.960, 4.172, -1.868], [-4.001, 3.586, -0.349], [-5.230, 1.623, -0.095], [-4.177, 0.130, -0.566], [-5.760, 0.519, -1.563], [-2.835, 2.377, -3.566], [-4.048, -2.464, -2.029], [-5.424, -2.613, -1.399], [-5.690, -4.021, -0.862], [-5.690, -5.133, -1.918], [-6.689, -4.947, -3.063], [-8.137, -4.934, -2.598], [-3.930, -3.115, -2.899], [-3.899, -1.432, -2.366], [-3.260, -2.700, -1.309], [-6.195, -2.319, -2.118], [-5.502, -1.905, -0.565], [-6.651, -4.020, -0.334], [-4.933, -4.264, -0.106], [-5.900, -6.086, -1.416], [-4.684, -5.233, -2.343], [-6.559, -5.771, -3.775], [-6.472, -4.027, -3.617], [-8.389, -5.867, -2.083], [-8.807, -4.833, -3.459], [-8.338, -4.099, -1.920], [3.287, 6.636, -0.112], [4.206, 6.416, -1.303], [4.679, 4.966, -1.438], [5.523, 4.443, -0.270], [6.789, 5.249, 0.034], [7.784, 5.255, -1.116], [3.793, 6.424, 0.834], [2.955, 7.680, -0.081], [2.399, 6.002, -0.180], [5.059, 7.099, -1.243], [3.663, 6.689, -2.215], [5.246, 4.867, -2.371], [3.803, 4.315, -1.550], [5.807, 3.405, -0.486], [4.908, 4.403, 0.637], [7.276, 4.813, 0.914], [6.534, 6.279, 0.305], [8.091, 4.235, -1.371], [8.683, 5.816, -0.833], [7.368, 5.726, -2.012], [1.669, 1.974, 3.974], [2.413, 0.707, 3.580], [1.575, -0.562, 3.757], [1.149, -0.866, 5.198], [2.294, -0.999, 6.204], [3.236, -2.151, 5.889], [1.398, 1.970, 5.033], [2.301, 2.851, 3.798], [0.756, 2.091, 3.383], [3.349, 0.638, 4.142], [2.699, 0.788, 2.524], [2.138, -1.413, 3.356], [0.672, -0.483, 3.139], [0.567, -1.797, 5.197], [0.463, -0.085, 5.549], [1.865, -1.163, 7.200], [2.863, -0.065, 6.267], [2.695, -3.103, 5.871], [4.015, -2.221, 6.658], [3.734, -2.016, 4.924], [0.469, -2.210, 0.114], [1.408, -2.926, -0.845], [0.680, -3.864, -1.811], [-0.066, -5.030, -1.150], [0.795, -5.946, -0.277], [1.893, -6.655, -1.055], [-0.058, -2.915, 0.763], [1.038, -1.531, 0.758], [-0.271, -1.619, -0.431], [2.173, -3.467, -0.280], [1.943, -2.171, -1.434], [1.405, -4.258, -2.532], [-0.041, -3.282, -2.399], [-0.535, -5.631, -1.940], [-0.890, -4.639, -0.542], [0.146, -6.703, 0.179], [1.237, -5.383, 0.553], [1.469, -7.264, -1.860], [2.455, -7.321, -0.389], [2.603, -5.947, -1.492]], "forces_ev_per_angstrom": [[-1.1, 0.8, 0.5], [0.6, -0.9, -0.9], [1.9, -1.1, -0.2], [0.4, -0.3, 3.8], [-1.2, -1.0, -2.9], [-2.0, 4.2, 3.0], [2.2, -5.1, -2.4], [-0.2, -0.5, 0.4], [-0.6, -1.4, 1.6], [1.4, -1.1, -3.0], [0.2, 1.0, 0.4], [-3.0, 2.4, 5.2], [2.5, -0.1, -0.7], [-1.1, 1.8, -1.0], [-1.1, -1.9, -1.3], [2.2, 1.2, 1.1], [-1.8, 1.7, 0.8], [-2.8, 0.3, 0.0], [2.2, -1.0, 0.3], [-0.1, 0.1, -2.4], [0.8, -1.3, -2.1], [-1.1, 1.7, -1.2], [2.0, 1.0, 0.8], [-0.1, -0.4, 0.3], [0.0, 0.3, -0.2], [0.1, -0.1, 0.2], [-0.2, 0.0, 0.0], [0.2, 0.0, -0.1], [0.1, -0.1, 0.0], [-0.2, 0.1, -0.2], [0.0, 0.1, 0.1], [0.1, -0.2, 0.0], [0.0, -0.1, 0.0], [0.0, -0.1, 0.0], [-0.1, -0.1, 0.0], [0.1, 0.0, 0.0], [0.0, 0.0, -0.1], [0.0, 0.1, -0.1], [-0.1, 0.0, 0.1], [0.0, 0.1, 0.1], [0.0, -0.1, 0.1], [0.0, 0.1, 0.0], [0.0, 0.0, 0.2], [0.0, -0.1, 0.0], [0.0, 0.3, 0.1], [-0.1, -0.1, -0.1], [0.2, 0.1, -0.1], [-0.1, 0.0, 0.1], [0.0, -0.1, 0.0], [0.2, 0.2, 0.0], [-0.1, 0.0, 0.0], [0.0, -0.2, 0.1], [0.0, 0.0, 0.0], [0.0, -0.1, 0.0], [0.1, 0.0, 0.1], [-0.1, 0.0, 0.1], [0.0, 0.1, 0.0], [0.0, 0.1, 0.0], [0.0, 0.0, -0.1], [-0.1, 0.1, -0.1], [0.0, -0.1, 0.0], [0.0, 0.1, 0.0], [-0.1, -0.1, -0.1], [0.1, -0.1, 0.1], [0.2, 0.2, 0.1], [-0.1, -0.1, -0.1], [0.1, -0.1, 0.0], [-0.1, 0.1, 0.0], [-0.2, -0.1, 0.0], [0.2, 0.0, 0.1], [0.0, 0.0, -0.1], [-0.1, 0.0, 0.0], [0.0, 0.0, 0.1], [-0.1, -0.1, 0.0], [0.0, 0.0, 0.1], [-0.1, 0.0, 0.0], [0.0, 0.0, 0.0], [0.1, 0.1, 0.0], [0.0, -0.1, -0.1], [0.0, 0.1, -0.1], [-0.1, 0.0, 0.0], [0.1, 0.1, -0.1], [-0.1, -0.1, -0.2], [0.0, -0.1, 0.1], [0.1, 0.1, 0.2], [-0.1, 0.1, -0.2], [0.1, -0.1, -0.1], [-0.1, 0.1, 0.1], [-0.2, 0.0, -0.1], [0.2, -0.1, 0.1], [0.0, 0.1, 0.0], [-0.1, 0.0, 0.0], [0.0, 0.0, 0.0], [0.0, 0.0, 0.0], [0.0, -0.1, 0.0], [-0.1, 0.0, 0.1], [0.1, 0.0, 0.1], [0.0, 0.0, 0.1], [0.0, 0.0, -0.1], [0.0, 0.1, 0.0], [-0.1, 0.0, 0.0], [0.1, 0.1, 0.0], [0.0, 0.1, -0.2], [-0.1, -0.1, 0.0]]}